Density functional theory data (wB97M-V/def2-TZVPD) for a cluster of 17 separate species, C85H209N15O17 in total in a non-equilibrium geometry.

Calculated values
Gap between HOMO and LUMO = 8.9213 eV
Total energy = -148680.5591 eV
Maximum force = 0.0894 Eh/bohr
M = 1713.695 g/mol
LUMO energy = 0.38 eV
HOMO energy = -8.54 eV

Last column: Löwdin charge in e.
Positions of all 326 atoms, in Å:
C -27.905 -11.754 9.017  -0.053
C -27.003 -12.258 10.173  -0.418
C -27.814 -12.313 11.431  -0.206
O -28.903 -13.271 11.278  -0.200
C -29.227 -14.073 12.451  -0.077
N -26.320 -13.548 9.821  0.060
H -28.490 -10.928 9.457  0.084
H -28.534 -12.578 8.680  0.070
H -27.213 -11.572 8.160  0.086
H -26.136 -11.585 10.306  0.137
H -28.148 -11.307 11.683  0.109
H -27.229 -12.613 12.324  0.108
H -29.861 -14.856 12.013  0.091
H -29.774 -13.478 13.214  0.079
H -28.345 -14.463 12.934  0.051
H -25.722 -13.822 10.600  0.033
H -27.013 -14.257 9.718  0.051
C -22.337 -6.743 14.076  -0.066
C -23.562 -7.480 14.538  -0.459
C -23.286 -8.885 15.075  -0.197
O -22.548 -9.662 14.151  -0.225
C -23.385 -10.230 13.147  -0.076
N -24.221 -6.635 15.519  0.034
H -21.682 -7.376 13.446  0.078
H -21.783 -6.412 14.992  0.086
H -22.610 -5.763 13.646  0.085
H -24.331 -7.496 13.642  0.165
H -24.230 -9.382 15.312  0.103
H -22.649 -8.852 15.968  0.113
H -24.344 -10.630 13.540  0.089
H -22.802 -11.018 12.684  0.064
H -23.559 -9.544 12.291  0.098
H -23.675 -6.332 16.327  0.054
H -24.985 -7.137 15.996  0.050
C -22.640 -12.975 9.753  -0.072
C -22.147 -14.008 10.712  -0.416
C -23.118 -14.382 11.870  -0.238
O -23.242 -13.316 12.764  -0.182
C -24.260 -13.750 13.739  -0.057
N -21.837 -15.340 10.180  0.028
H -23.503 -13.302 9.191  0.057
H -21.873 -12.764 8.997  0.077
H -22.899 -11.973 10.236  0.099
H -21.216 -13.549 11.124  0.144
H -22.686 -15.234 12.396  0.110
H -24.125 -14.611 11.500  0.086
H -25.204 -14.008 13.263  0.069
H -24.488 -12.949 14.411  0.060
H -23.921 -14.626 14.273  0.058
H -22.515 -15.508 9.429  0.083
H -20.929 -15.336 9.687  0.091
C -25.419 -17.053 10.832  -0.059
C -24.566 -17.404 12.059  -0.417
C -25.270 -18.533 12.751  -0.149
O -24.563 -18.739 14.034  -0.233
C -25.076 -19.740 14.840  -0.135
N -23.274 -17.948 11.518  0.082
H -26.344 -16.569 11.170  0.078
H -25.609 -17.863 10.186  0.067
H -24.928 -16.197 10.300  0.067
H -24.506 -16.526 12.697  0.106
H -25.277 -19.466 12.197  0.129
H -26.279 -18.309 13.066  0.121
H -25.094 -20.748 14.384  0.095
H -26.048 -19.546 15.312  0.086
H -24.314 -19.845 15.604  0.070
H -22.810 -17.144 11.118  0.016
H -22.652 -18.088 12.310  0.039
C -31.619 -15.073 15.632  -0.068
C -30.813 -15.695 16.757  -0.428
C -30.575 -17.206 16.509  -0.152
O -29.683 -17.664 17.572  -0.248
C -29.960 -18.975 17.998  -0.125
N -29.521 -14.988 16.880  0.062
H -32.560 -15.610 15.363  0.094
H -31.066 -15.035 14.665  0.068
H -31.722 -14.019 15.893  0.071
H -31.432 -15.661 17.676  0.140
H -30.137 -17.320 15.548  0.110
H -31.570 -17.807 16.591  0.154
H -30.784 -19.024 18.752  0.097
H -29.009 -19.289 18.521  0.078
H -30.135 -19.677 17.120  0.108
H -28.989 -15.421 17.654  0.064
H -29.608 -14.007 17.125  0.054
C -18.178 -14.211 19.306  -0.056
C -18.547 -12.848 19.917  -0.405
C -19.425 -12.914 21.165  -0.200
O -20.429 -13.851 20.861  -0.200
C -21.495 -13.854 21.843  -0.109
N -17.367 -12.009 20.063  0.054
H -17.865 -14.067 18.276  0.051
H -18.998 -14.941 19.193  0.061
H -17.443 -14.695 19.922  0.072
H -19.264 -12.397 19.203  0.133
H -19.893 -11.944 21.393  0.129
H -18.877 -13.159 22.025  0.104
H -21.175 -14.032 22.894  0.082
H -22.220 -14.650 21.725  0.055
H -22.029 -12.904 21.939  0.075
H -17.117 -11.553 19.223  0.040
H -16.494 -12.382 20.422  0.078
C -23.832 -12.439 17.274  -0.038
C -23.735 -13.968 17.341  -0.404
C -22.875 -14.459 18.461  -0.209
O -23.190 -15.805 18.712  -0.190
C -22.412 -16.387 19.717  -0.094
N -25.134 -14.558 17.405  0.070
H -24.207 -11.998 18.226  0.059
H -24.512 -12.104 16.515  0.044
H -22.780 -11.978 17.104  0.115
H -23.291 -14.328 16.414  0.096
H -22.955 -13.764 19.293  0.116
H -21.838 -14.414 18.061  0.135
H -21.990 -17.260 19.314  0.067
H -22.933 -16.640 20.620  0.069
H -21.498 -15.784 19.883  0.073
H -24.908 -15.550 17.642  0.067
H -25.572 -14.072 18.234  0.078
C -21.241 -18.704 14.613  -0.057
C -21.740 -17.787 15.659  -0.421
C -20.599 -17.178 16.513  -0.154
O -19.815 -18.283 17.045  -0.194
C -18.786 -17.849 17.925  -0.090
N -22.565 -16.624 15.192  0.071
H -20.419 -18.248 14.009  0.105
H -22.040 -18.967 13.950  0.044
H -20.779 -19.588 15.030  0.079
H -22.382 -18.357 16.365  0.134
H -21.010 -16.538 17.349  0.117
H -19.974 -16.604 15.871  0.109
H -17.936 -18.460 17.808  0.079
H -19.146 -17.930 18.949  0.071
H -18.437 -16.867 17.850  0.051
H -23.444 -17.046 14.832  0.058
H -22.910 -16.181 16.066  0.046
C -26.090 -18.646 18.604  -0.024
C -26.762 -17.859 19.758  -0.415
C -25.907 -17.478 21.007  -0.154
O -24.971 -18.574 21.120  -0.196
C -24.154 -18.539 22.251  -0.136
N -27.297 -16.622 19.283  0.051
H -25.429 -18.089 17.981  0.059
H -26.912 -18.893 17.956  0.051
H -25.512 -19.502 19.000  0.079
H -27.491 -18.507 20.201  0.113
H -26.550 -17.341 21.894  0.114
H -25.488 -16.491 20.834  0.095
H -23.247 -19.128 21.939  0.083
H -24.591 -19.021 23.150  0.098
H -23.764 -17.566 22.558  0.063
H -27.672 -16.830 18.336  0.071
H -26.577 -15.903 19.272  0.062
C -23.095 -9.475 19.818  -0.061
C -23.705 -8.406 18.971  -0.453
C -24.982 -7.837 19.559  -0.232
O -25.959 -8.801 19.870  -0.227
C -27.049 -8.292 20.661  -0.056
N -22.840 -7.250 18.685  0.058
H -22.114 -9.803 19.361  0.097
H -23.818 -10.321 19.893  0.060
H -22.968 -9.195 20.895  0.093
H -23.947 -8.845 17.994  0.119
H -25.259 -7.100 18.804  0.119
H -24.694 -7.272 20.456  0.129
H -27.618 -7.632 19.988  0.086
H -26.575 -7.722 21.502  0.100
H -27.596 -9.139 21.089  0.081
H -22.567 -6.742 19.512  0.077
H -22.095 -7.437 18.039  0.054
C -19.205 -20.483 23.041  0.005
C -18.381 -19.130 23.195  -0.502
C -18.623 -18.054 22.095  -0.102
C -20.030 -17.383 22.198  -0.151
C -19.991 -16.621 23.501  -0.153
C -19.835 -17.603 24.689  -0.481
N -18.628 -18.432 24.441  -0.082
O -18.323 -19.318 25.535  -0.004
C -19.606 -16.749 25.967  -0.022
C -21.139 -18.382 24.950  -0.040
C -16.888 -19.413 23.299  -0.034
H -20.251 -20.308 23.105  0.042
H -18.997 -21.230 23.796  0.074
H -18.895 -20.918 22.087  0.080
H -17.831 -17.312 22.268  0.121
H -18.547 -18.608 21.155  0.104
H -20.827 -18.157 22.208  0.103
H -20.205 -16.714 21.325  0.094
H -20.864 -15.974 23.667  0.099
H -19.110 -15.908 23.608  0.136
H -19.053 -17.348 26.714  0.090
H -19.044 -15.833 25.701  0.085
H -20.531 -16.384 26.310  0.056
H -21.572 -19.019 24.139  0.064
H -21.016 -19.096 25.794  0.094
H -22.012 -17.791 25.165  0.067
H -16.377 -18.486 23.388  0.073
H -16.569 -19.944 22.380  0.097
H -16.713 -20.042 24.178  0.085
H -18.854 -20.039 25.457  0.018
C -27.550 -12.543 21.165  0.001
C -26.271 -12.716 22.094  -0.526
C -25.990 -11.441 22.800  -0.145
C -24.933 -11.512 23.943  -0.162
C -25.320 -12.592 24.957  -0.122
C -25.599 -13.927 24.164  -0.471
N -26.547 -13.708 23.056  -0.063
O -26.919 -14.974 22.433  -0.037
C -24.237 -14.542 23.714  -0.033
C -26.209 -14.970 25.128  -0.044
C -25.082 -12.987 21.131  -0.010
H -28.433 -12.353 21.754  0.084
H -27.683 -13.367 20.491  0.064
H -27.261 -11.667 20.567  0.061
H -25.667 -10.694 22.042  0.118
H -26.943 -11.073 23.226  0.130
H -24.998 -10.551 24.440  0.107
H -23.961 -11.736 23.512  0.090
H -26.278 -12.282 25.465  0.130
H -24.569 -12.694 25.775  0.128
H -24.374 -15.260 22.847  0.087
H -23.414 -13.857 23.664  0.051
H -23.853 -15.207 24.456  0.059
H -26.313 -15.928 24.570  0.082
H -25.457 -15.120 26.012  0.118
H -27.157 -14.677 25.529  0.067
H -25.307 -12.598 20.152  0.059
H -24.872 -14.007 21.134  0.044
H -24.193 -12.471 21.443  0.057
H -27.843 -15.140 22.588  0.065
C -27.574 -11.678 17.494  -0.024
C -28.033 -10.755 16.358  -0.450
C -29.541 -11.095 16.150  -0.156
C -30.299 -10.036 15.426  -0.182
C -30.019 -8.688 16.098  -0.137
C -28.532 -8.270 16.064  -0.506
N -27.892 -9.383 16.832  -0.071
O -26.499 -9.078 16.945  -0.040
C -28.128 -8.017 14.606  -0.023
C -28.431 -6.998 16.913  -0.030
C -27.241 -11.020 14.990  0.008
H -26.521 -11.713 17.637  0.041
H -27.887 -12.761 17.213  0.094
H -28.128 -11.415 18.400  0.079
H -29.541 -12.034 15.635  0.096
H -29.986 -11.215 17.155  0.125
H -31.352 -10.299 15.483  0.115
H -29.938 -9.994 14.412  0.089
H -30.325 -8.754 17.203  0.144
H -30.632 -7.909 15.642  0.118
H -28.551 -8.740 13.920  0.049
H -28.543 -7.056 14.244  0.094
H -27.025 -7.947 14.399  0.092
H -28.766 -7.357 17.875  0.065
H -27.370 -6.577 16.920  0.101
H -29.070 -6.242 16.501  0.074
H -27.807 -10.707 14.104  0.063
H -27.011 -12.047 14.871  0.038
H -26.280 -10.564 15.012  0.040
H -26.380 -9.164 17.888  0.053
C -19.142 -8.557 16.722  -0.007
C -18.591 -9.564 15.604  -0.496
C -17.064 -9.651 15.652  -0.127
C -16.470 -10.803 14.798  -0.153
C -17.142 -12.089 15.354  -0.126
C -18.701 -12.036 15.209  -0.489
N -19.109 -10.874 16.003  -0.110
O -20.492 -10.840 16.111  -0.054
C -19.213 -12.114 13.749  -0.007
C -19.228 -13.253 15.971  -0.043
C -19.106 -9.023 14.284  -0.035
H -18.655 -7.589 16.454  0.091
H -18.920 -8.882 17.728  0.075
H -20.225 -8.452 16.508  0.058
H -16.562 -8.682 15.467  0.124
H -16.888 -9.908 16.730  0.123
H -15.383 -10.840 14.883  0.103
H -16.619 -10.795 13.709  0.106
H -16.936 -12.235 16.395  0.100
H -16.711 -12.889 14.822  0.099
H -20.348 -12.053 13.852  0.104
H -18.854 -11.308 13.136  0.047
H -18.997 -12.994 13.187  0.074
H -20.242 -13.518 15.599  0.083
H -18.527 -14.098 15.845  0.088
H -19.446 -13.054 17.054  0.075
H -20.154 -9.142 14.146  0.051
H -18.605 -9.400 13.408  0.069
H -18.987 -7.964 14.134  0.086
H -20.959 -10.433 15.345  0.069
C -22.236 -25.250 19.384  -0.030
C -21.382 -24.391 18.427  -0.535
C -22.271 -24.181 17.210  -0.188
C -23.459 -23.304 17.480  -0.162
C -22.832 -21.937 17.987  -0.119
C -21.884 -22.011 19.176  -0.508
N -20.909 -23.062 18.838  -0.094
O -19.945 -23.189 19.851  -0.037
C -21.116 -20.650 19.270  -0.007
C -22.628 -22.298 20.496  -0.012
C -20.221 -25.237 17.888  -0.038
H -21.841 -25.226 20.386  0.073
H -22.277 -26.299 19.065  0.093
H -23.240 -24.880 19.432  0.049
H -21.709 -23.652 16.369  0.146
H -22.536 -25.175 16.852  0.120
H -24.234 -23.789 18.095  0.104
H -23.985 -23.029 16.544  0.107
H -23.582 -21.142 18.322  0.127
H -22.250 -21.506 17.155  0.114
H -21.877 -19.962 19.712  0.080
H -20.267 -20.693 19.951  0.061
H -20.720 -20.213 18.333  0.080
H -23.124 -23.249 20.581  0.059
H -21.909 -22.318 21.344  0.086
H -23.227 -21.418 20.705  0.069
H -19.515 -25.530 18.698  0.088
H -19.787 -24.667 17.008  0.112
H -20.655 -26.224 17.666  0.077
H -20.327 -23.705 20.600  0.097
O -27.047 -14.535 14.962  -0.089
H -26.286 -14.612 15.531  -0.021
H -27.915 -14.718 15.349  -0.002
O -29.107 -16.607 21.751  -0.063
H -28.736 -16.522 20.847  0.015
H -29.466 -17.489 21.873  0.043